1.
ORCA calculation (ωB97M-V/def2-TZVPD) on a molecular structure, C48H45N4P2SeTi.

The geometry in ORCA input format:
```
! RIJCOSX wB97M-V def2-TZVPD def2/J DEFGRID3
* xyz 3 1
Ti -0.91432 0.04272 0.29311
C 1.80054 -3.14854 4.85531
C 0.56034 -2.64290 4.49484
C 0.40200 -2.00025 3.27470
C 1.48218 -1.86799 2.41014
C 2.73409 -2.36978 2.77867
C 2.88731 -3.00724 3.99810
P 1.38104 -0.91819 0.86868
C 2.39913 -1.76607 -0.33699
C 3.12701 -1.04606 -1.28786
C 3.90547 -1.71634 -2.21898
C 3.95141 -3.10515 -2.21319
C 3.22764 -3.82657 -1.27135
C 2.45436 -3.16209 -0.33243
C 2.08540 0.67615 1.32426
C 3.39685 1.07718 1.33826
C 3.76379 2.22245 2.08112
C 2.83905 2.87481 2.85318
C 1.48450 2.45521 2.87364
C 0.50268 3.03964 3.71198
C -0.79292 2.58368 3.71665
C -1.18692 1.56424 2.83306
C -0.27159 0.98726 1.96003
C 1.10132 1.38551 2.04595
H 1.92589 -3.64814 5.80704
H -0.28138 -2.73941 5.16867
H -0.55795 -1.57569 3.02337
H 3.58963 -2.26803 2.12116
H 3.85790 -3.39116 4.28330
H 3.11876 0.03589 -1.28148
H 4.49332 -1.15807 -2.93624
H 4.56954 -3.62594 -2.93316
H 3.27902 -4.90784 -1.25874
H 1.91997 -3.72952 0.42073
H 4.16137 0.50933 0.82195
H 4.79461 2.55051 2.07806
H 3.13809 3.71728 3.46519
H 0.79210 3.84764 4.37424
H -1.52139 3.02024 4.38713
H -2.22884 1.26875 2.84135
Se -0.56705 -7.43182 0.61178
N -1.35813 -6.19611 1.60336
C -1.28541 -5.07727 0.92545
C -1.85512 -3.81708 1.39201
C -2.67423 -3.72981 2.52079
C -3.25750 -2.52270 2.85046
C -2.96346 -1.40933 2.08428
N -2.15525 -1.46650 1.01472
C -1.63877 -2.67265 0.63748
C -0.94286 -2.73125 -0.65135
N -0.80902 -1.55368 -1.31737
C -0.35260 -1.59529 -2.56609
C 0.03683 -2.78392 -3.18437
C -0.01524 -3.95773 -2.47656
C -0.52545 -3.94083 -1.17117
C -0.63928 -5.14092 -0.34792
N -0.17594 -6.31311 -0.70759
H -2.85825 -4.62409 3.10484
H -3.93117 -2.42960 3.69101
H -3.38743 -0.44437 2.32406
H -0.29434 -0.65949 -3.09695
H 0.38583 -2.75664 -4.20720
H 0.30945 -4.89846 -2.90434
C 0.97462 3.81945 -0.49307
C -0.53714 3.89607 -0.74541
C -0.76076 4.82266 -1.94494
C -1.25259 4.43145 0.49778
P -1.15731 2.17101 -1.15900
C -0.34849 1.81791 -2.73235
C -0.91027 2.06577 -3.98476
C -0.16660 1.85156 -5.13622
C 1.14926 1.41288 -5.04854
C 1.72491 1.18273 -3.80557
C 0.97456 1.38206 -2.65663
C -3.01903 2.02028 -1.27273
C -3.76408 3.19732 -1.90055
C -3.33693 0.72857 -2.03904
C -3.52323 1.83862 0.16903
H 1.29414 4.78412 -0.09314
H 1.52581 3.65120 -1.41786
H 1.25696 3.05510 0.22902
H -0.34764 5.79749 -1.67348
H -1.80620 4.97431 -2.19638
H -0.22780 4.48318 -2.83261
H -0.75938 5.35382 0.81135
H -1.20741 3.73722 1.33561
H -2.29490 4.67990 0.29821
H -1.92449 2.43086 -4.07558
H -0.61032 2.04519 -6.10368
H 1.72946 1.26538 -5.95006
H 2.75416 0.85548 -3.73861
H 1.43424 1.22485 -1.68624
H -3.52929 3.32966 -2.95570
H -3.57869 4.13367 -1.38191
H -4.83630 2.99630 -1.82943
H -2.96335 0.73642 -3.06037
H -4.42123 0.60111 -2.07776
H -2.93735 -0.16579 -1.54657
H -3.36627 2.71467 0.79462
H -3.05696 0.98421 0.68844
H -4.59070 1.60843 0.15134
*
```

Lowest unoccupied orbital energy, eV: -9.624
ΔE to the lowest compared entry with this formula, charge and spin, eV: 0.000

---

2.
ORCA calculation (ωB97M-V/def2-TZVPD) on a molecular structure, C48H46AsN9O6SSbSe4Sn.

The geometry in ORCA input format:
```
! RIJCOSX wB97M-V def2-TZVPD def2/J DEFGRID3
* xyz 1 1
Sn 1.47422 -0.64086 1.71491
Se 0.91672 2.14504 4.37299
Sb 1.67513 0.27390 6.09669
Se 1.63285 -1.66575 4.61717
Se 3.18977 2.53859 3.90197
Se 4.09063 1.33613 5.71167
C -7.64951 10.18298 2.06588
O -8.01862 8.81156 1.99620
C -7.02941 7.90680 1.88629
C -5.67563 8.22707 1.83356
C -4.73555 7.21628 1.72315
C -5.11777 5.88152 1.66451
C -6.48012 5.57630 1.71885
C -7.42496 6.57089 1.82879
C -4.08754 4.84749 1.54987
N -2.79654 5.06671 1.43481
C -2.21961 3.82678 1.38722
C -3.16636 2.83555 1.46523
N -4.36275 3.50462 1.55226
C -2.85172 1.44707 1.40903
C -3.78864 0.40116 1.40543
C -3.35692 -0.89687 1.32312
C -1.98295 -1.14256 1.28059
N -1.08172 -0.17740 1.29832
C -1.48698 1.10964 1.33068
C -0.47172 2.14752 1.23439
N 0.81669 1.76633 1.09257
C 1.75295 2.68531 0.96196
C 1.48128 4.05668 0.99451
C 0.18209 4.46558 1.14911
C -0.83149 3.50170 1.25666
H -8.57574 10.73976 2.15083
H -7.12074 10.49529 1.16382
H -7.02784 10.38038 2.94097
H -5.34689 9.25561 1.88173
H -3.68028 7.45556 1.68620
H -6.82395 4.54747 1.67734
H -8.48202 6.34156 1.87364
H -5.27033 3.09740 1.67350
H -4.84976 0.62138 1.45116
H -4.05346 -1.72345 1.29750
H -1.61133 -2.16114 1.22197
H 2.76511 2.32152 0.82868
H 2.28892 4.76986 0.90128
H -0.09102 5.51374 1.18442
C 6.00256 1.01657 0.86752
N 5.91137 0.09494 1.98914
C 4.81147 -0.64043 2.23263
N 4.79315 -1.44048 3.31891
O 3.82300 -0.58076 1.46094
H 7.02945 1.05123 0.51286
H 5.68821 2.02387 1.14483
H 5.36352 0.66080 0.06491
H 6.63629 0.11730 2.68311
H 5.47164 -1.28486 4.04311
H 3.87045 -1.69767 3.65529
C -1.24053 -6.39210 -3.64387
C 0.20222 -6.33132 -3.14791
S 0.20463 -6.06155 -1.38250
O -0.75204 -6.93142 -0.75139
O 0.11385 -4.63492 -1.15926
C 1.84570 -6.61251 -0.89363
C 2.01750 -6.67069 0.63218
N 1.63562 -5.43674 1.33454
C 2.27967 -4.25215 1.21217
N 1.56874 -3.27335 1.75194
C 0.43800 -3.83914 2.26620
C 0.46614 -5.16871 2.02979
N -0.51083 -6.12606 2.48261
O -1.59046 -5.66720 2.80423
O -0.19587 -7.30316 2.55054
C 3.63066 -4.09160 0.60327
H -1.25320 -6.39818 -4.73183
H -1.80906 -5.52732 -3.29641
H -1.73652 -7.28999 -3.28168
H 0.75727 -5.48949 -3.56842
H 0.74795 -7.26086 -3.32935
H 2.55243 -5.94426 -1.39013
H 1.95201 -7.62284 -1.29480
H 3.05899 -6.88519 0.86192
H 1.41501 -7.46825 1.03537
H -0.28644 -3.28418 2.84299
H 4.36817 -4.68746 1.14851
H 3.90976 -3.04155 0.66057
H 3.65962 -4.39344 -0.44547
C -2.94509 -1.47226 -3.57278
C -2.84176 -0.38936 -2.70843
C -1.64086 -0.13108 -2.06461
C -0.53189 -0.94398 -2.29519
C -0.63862 -2.03002 -3.15430
C -1.84450 -2.28871 -3.79400
As 1.10968 -0.51834 -1.33425
C 2.46330 -1.41710 -2.38434
C 2.78639 -2.76583 -2.35228
C 3.80906 -3.24040 -3.16559
C 4.51015 -2.36067 -3.98337
C 4.19300 -1.00962 -4.00135
C 3.16465 -0.52507 -3.20139
C 2.69936 0.87973 -3.13396
C 3.21359 1.94384 -3.86536
C 2.65572 3.20829 -3.73611
C 1.58196 3.42190 -2.87914
C 1.07197 2.36819 -2.13188
C 1.62927 1.10590 -2.26349
H -3.88279 -1.67836 -4.07468
H -3.69591 0.25559 -2.53680
H -1.56285 0.71579 -1.39012
H 0.21776 -2.66866 -3.33196
H -1.92276 -3.12853 -4.47449
H 2.21843 -3.43347 -1.71215
H 4.06883 -4.29400 -3.16404
H 5.30906 -2.73284 -4.61306
H 4.74799 -0.33768 -4.64725
H 4.04651 1.79040 -4.54273
H 3.05828 4.03408 -4.31010
H 1.14399 4.40843 -2.79009
H 0.24145 2.53837 -1.45558
*
```

Lowest unoccupied orbital energy, eV: -2.652
ΔE to the lowest compared entry with this formula, charge and spin, eV: 0.000

---

Number 1: Kohn-Sham gap 0.237 Ha, strongest force on any atom 0.4 eV/Å, HOMO energy -16.06 eV. Number 2: Kohn-Sham gap 0.238 Ha, strongest force on any atom 0.8 eV/Å, HOMO energy -9.13 eV.